No. 1
A molecular structure, C28H22BrN2NdO7S at a distorted geometry. Source: the OMol25 dataset; level of theory: ωB97M-V with the def2-TZVPD basis set.

The LUMO energy (spin up / spin down) is 4.1 / 4.1 eV. The calculation puts the gap between HOMO and LUMO (spin up / spin down) at 6.6 / 6.6 eV. The total energy comes out at -142868.1467 eV. The value obtained for the highest occupied orbital energy (spin up / spin down) is -0.0900 / -0.0902 hartree.

ORCA input file:
```
! wB97M-V def2-TZVPD RIJCOSX def2/J DEFGRID3
* xyz -2 4
Nd 14.0825 9.5570 12.7755
O 11.7543 5.4132 17.4562
C 12.2214 6.2467 16.5080
C 12.2053 7.6293 16.7192
C 12.7009 8.4403 15.6968
N 13.2695 7.9307 14.6609
C 13.2758 6.6289 14.4494
C 12.7254 5.7021 15.3048
C 13.9566 6.1632 13.1399
O 14.1403 4.9693 12.9303
O 14.1762 7.1394 12.3552
C 12.7796 9.9647 15.8574
O 12.4073 10.3596 16.9758
O 13.2844 10.6001 14.8675
H 11.4836 5.8884 18.2302
H 11.8851 8.0269 17.6644
H 12.7708 4.6803 15.0288
S 16.9110 9.2989 13.6825
C 16.8127 10.9944 13.7080
C 17.7793 11.8179 14.2710
C 17.6130 13.1662 14.2779
C 16.4373 13.7163 13.7335
C 15.5399 12.8213 13.2084
N 15.7122 11.5181 13.1516
H 18.6301 11.3402 14.7224
H 18.3838 13.8134 14.6399
H 16.2602 14.8026 13.6013
H 14.6632 13.1793 12.7453
Br 14.1281 10.0642 5.3686
C 14.2878 9.8259 7.2972
C 14.2742 10.9310 8.1163
C 14.2419 10.7755 9.4826
C 14.2441 9.5578 10.1393
C 14.4747 8.4451 9.2758
C 14.4685 8.6069 7.8653
H 14.1574 11.9204 7.6569
H 14.1183 11.6746 10.1338
H 14.4127 7.4233 9.6595
H 14.5618 7.7443 7.2027
C 7.0400 14.4167 11.4738
C 8.2293 13.5126 11.6873
C 9.0222 13.5460 12.8149
C 10.1630 12.7495 12.9830
C 10.9527 12.9699 14.2365
C 10.5356 11.8852 11.9519
C 9.6775 11.7323 10.8279
C 9.9660 10.7451 9.7378
C 8.5810 12.5582 10.6944
C 11.8211 11.0790 12.0590
O 12.9041 11.7433 12.0231
O 11.7437 9.8452 12.1342
H 6.1522 14.0438 12.0103
H 6.7649 14.5540 10.4460
H 7.2127 15.3992 11.7839
H 8.7768 14.1968 13.6546
H 10.3261 13.4591 15.0064
H 11.8289 13.5869 14.0022
H 11.3484 12.0724 14.7377
H 10.0198 9.7398 10.1766
H 10.9198 10.9942 9.2974
H 9.1580 10.8351 8.9638
H 7.9014 12.4438 9.8820
*
```

=====

No. 2
C4H5NO2 in the gas phase at a distorted geometry. Source: the OMol25 dataset; level of theory: ωB97M-V with the def2-TZVPD basis set.

The LUMO energy is 0.6 eV. The calculation puts the gap between HOMO and LUMO at 11.1 eV. The total energy comes out at -9812.9423 eV. The value obtained for the highest occupied orbital energy is -0.3868 hartree.

ORCA input file:
```
! wB97M-V def2-TZVPD RIJCOSX def2/J DEFGRID3
* xyz 0 1
C 0.8679 -0.7397 -0.0580
C -0.3050 -0.3193 0.7905
C -1.0004 0.8802 0.1329
O 0.8110 -1.1613 -1.1913
O 2.0375 -0.6373 0.5754
C -0.7143 0.4848 -2.4114
N -0.9657 0.8280 -1.3301
H 2.7726 -0.9021 0.0019
H -1.0067 -1.1596 0.8304
H 0.0022 -0.0548 1.7963
H -2.0333 0.9608 0.4673
H -0.4658 1.8203 0.3961
*
```

=====

No. 3
2 unconnected molecules or ions with the total composition CN3O2S at a distorted geometry. Source: the OMol25 dataset; level of theory: ωB97M-V with the def2-TZVPD basis set.

The LUMO energy (spin up / spin down) is -0.6 / -0.6 eV. The calculation puts the gap between HOMO and LUMO (spin up / spin down) at 3.8 / 3.8 eV. The total energy comes out at -20431.9915 eV. The value obtained for the highest occupied orbital energy (spin up / spin down) is -0.1589 / -0.1596 hartree.

ORCA input file:
```
! wB97M-V def2-TZVPD RIJCOSX def2/J DEFGRID3
* xyz -1 1
C -0.4564 -4.4567 -0.4311
N -1.1651 -4.0689 0.3951
N 0.8020 0.9698 0.2111
N 0.4390 2.1629 -0.2405
O -0.6922 2.5959 -0.0486
O 1.3116 2.7805 -0.8423
S -0.2388 0.0166 0.9563
*
```

=====

No. 4
C6H10 in the gas phase at a distorted geometry. Source: the OMol25 dataset; level of theory: ωB97M-V with the def2-TZVPD basis set.

The LUMO energy (spin up / spin down) is 1.1 / -2.1 eV. The calculation puts the gap between HOMO and LUMO (spin up / spin down) at 6.2 / 7.4 eV. The total energy comes out at -6376.6262 eV. The value obtained for the highest occupied orbital energy (spin up / spin down) is -0.1875 / -0.3493 hartree.

ORCA input file:
```
! wB97M-V def2-TZVPD RIJCOSX def2/J DEFGRID3
* xyz 0 3
C 1.7095 0.1111 0.6366
C -1.9354 0.6252 0.0372
C 0.5171 -0.3660 0.6235
C -0.7077 0.4685 -0.3701
C 0.1114 -1.7587 1.0117
C 0.0586 1.0989 -1.4908
H 2.4782 -0.3514 1.2238
H 1.8428 1.0230 0.2217
H -2.6339 1.3243 -0.5017
H -2.5183 0.0718 0.7240
H -0.2549 -2.1107 0.0735
H -0.5951 -1.7071 1.7285
H 0.9694 -2.1701 1.3297
H 1.0341 0.5680 -1.5897
H -0.5311 1.0593 -2.4078
H 0.4552 2.1140 -1.2501
*
```

=====

No. 5
4 unconnected molecules or ions with the total composition C3H11O5 at a distorted geometry. Source: the OMol25 dataset; level of theory: ωB97M-V with the def2-TZVPD basis set.

The LUMO energy (spin up / spin down) is 0.5 / -4.0 eV. The calculation puts the gap between HOMO and LUMO (spin up / spin down) at 11.2 / 6.6 eV. The total energy comes out at -13524.6973 eV. The value obtained for the highest occupied orbital energy (spin up / spin down) is -0.3908 / -0.3907 hartree.

ORCA input file:
```
! wB97M-V def2-TZVPD RIJCOSX def2/J DEFGRID3
* xyz 0 2
O 3.1908 -0.2271 1.3392
C 2.0454 0.1766 1.0635
O 1.4435 1.1165 1.6156
C 1.3585 -0.5302 -0.1316
C 0.8952 0.4664 -1.2568
H 1.9944 -1.3027 -0.5624
H 0.4479 -0.9432 0.3098
H 0.2783 1.1812 -0.7307
H 1.7723 0.9125 -1.7311
H 0.4866 -0.2252 -1.9812
H -0.1729 1.1118 1.2333
H -0.9999 1.3597 2.4175
O -1.1339 1.0980 1.4836
H -1.4251 -0.2806 1.1479
H -2.5844 -1.3156 0.9682
O -1.6269 -1.2646 0.8997
H -1.5078 -0.9109 -2.3770
H -2.1183 0.0464 -1.4485
O -2.3438 -0.4689 -2.2588
*
```

=====

No. 6
3 unconnected molecules or ions with the total composition C4H5NO2 at a distorted geometry. Source: the OMol25 dataset; level of theory: ωB97M-V with the def2-TZVPD basis set.

The LUMO energy is 0.7 eV. The calculation puts the gap between HOMO and LUMO at 10.7 eV. The total energy comes out at -9812.0566 eV. The value obtained for the highest occupied orbital energy is -0.3682 hartree.

ORCA input file:
```
! wB97M-V def2-TZVPD RIJCOSX def2/J DEFGRID3
* xyz 0 1
C -0.9849 0.7255 -0.8938
C 1.5519 1.9664 0.3809
C 0.6783 -1.1946 0.0702
C 0.0276 -1.2804 1.2213
O -0.7009 1.6480 -0.2175
N -1.6430 -0.0297 -1.5630
O 1.5939 3.0406 0.7399
H -2.0582 0.1055 -2.4645
H 1.3463 -0.3209 -0.0727
H 0.7726 -2.0574 -0.5824
H -0.1409 -0.4050 1.8283
H -0.4426 -2.1980 1.5534
*
```

=====

Repeat the fifth record exactly.
4 unconnected molecules or ions with the total composition C3H11O5 at a distorted geometry. Source: the OMol25 dataset; level of theory: ωB97M-V with the def2-TZVPD basis set.

The LUMO energy (spin up / spin down) is 0.5 / -4.0 eV. The calculation puts the gap between HOMO and LUMO (spin up / spin down) at 11.2 / 6.6 eV. The total energy comes out at -13524.6973 eV. The value obtained for the highest occupied orbital energy (spin up / spin down) is -0.3908 / -0.3907 hartree.

ORCA input file:
```
! wB97M-V def2-TZVPD RIJCOSX def2/J DEFGRID3
* xyz 0 2
O 3.1908 -0.2271 1.3392
C 2.0454 0.1766 1.0635
O 1.4435 1.1165 1.6156
C 1.3585 -0.5302 -0.1316
C 0.8952 0.4664 -1.2568
H 1.9944 -1.3027 -0.5624
H 0.4479 -0.9432 0.3098
H 0.2783 1.1812 -0.7307
H 1.7723 0.9125 -1.7311
H 0.4866 -0.2252 -1.9812
H -0.1729 1.1118 1.2333
H -0.9999 1.3597 2.4175
O -1.1339 1.0980 1.4836
H -1.4251 -0.2806 1.1479
H -2.5844 -1.3156 0.9682
O -1.6269 -1.2646 0.8997
H -1.5078 -0.9109 -2.3770
H -2.1183 0.0464 -1.4485
O -2.3438 -0.4689 -2.2588
*
```